2 unconnected molecules or ions with the total composition C13H12BF3. Source: the Open Molecules 2025 dataset; level of theory: ωB97M-V with the def2-TZVPD basis set.

Each line ends with the Löwdin charge.
Atoms and positions in Å:
F1 -3.4870 2.0208 -1.5128  0.08
F2 4.8409 -1.1950 0.2554  0.09
F3 2.9200 2.8362 -1.3334  0.09
C1 -3.0514 0.7941 -1.1390  -0.22
C2 0.1382 -1.1022 -0.5249  0.15
C3 3.8900 0.8191 -0.5576  0.12
C4 -3.5302 -1.4528 -0.4656  -0.03
C5 -3.9694 -0.1981 -0.8337  0.05
C6 2.5257 -1.1008 -0.2124  0.08
C7 -2.1888 -1.7239 -0.4020  0.01
C8 1.3655 -0.3948 -0.5912  -0.17
C9 1.5374 0.9498 -0.9740  0.09
C10 2.7802 1.5422 -0.9622  -0.22
C11 -1.7019 0.5341 -1.0594  0.10
C12 3.7622 -0.5040 -0.1793  -0.22
C13 -1.2216 -0.7363 -0.6860  -0.17
B1 -0.1474 0.7760 3.1343  -0.45
H1 0.2634 -2.1322 -0.2345  0.13
H2 0.7224 1.5495 -1.3192  0.11
H3 2.4554 -2.1286 0.0906  0.14
H4 4.8545 1.2919 -0.5214  0.14
H5 -1.2151 0.6482 3.6074  -0.09
H6 -0.0682 0.1224 2.1616  -0.11
H7 -1.8591 -2.7052 -0.1082  0.12
H8 -1.0430 1.3378 -1.3090  0.11
H9 -5.0198 0.0333 -0.8815  0.13
H10 0.0275 1.9055 2.8637  -0.09
H11 -4.2464 -2.2161 -0.2134  0.12
H12 0.6660 0.4293 3.9078  -0.09

Values from the calculation:
LUMO level (eV): -3.66
Gap between HOMO and LUMO (eV): 4.0
Highest occupied orbital energy (eV): -7.66
F_max (eV Å⁻¹): 2.1
Total charge: 0
ΔE to the lowest compared entry with this formula, charge and spin (kJ/mol): 14.7

***

A molecular structure, C13H12Cl2IN4OPd. Source: the Open Molecules 2025 dataset; level of theory: ωB97M-V with the def2-TZVPD basis set.

Each line ends with the Löwdin charge.
Atoms and positions in Å:
I1 6.1360 0.8351 1.2808  0.92
Pd1 0.7358 -0.4292 -1.2343  0.83
Cl1 0.6236 -2.5344 0.1682  0.56
Cl2 1.0396 -3.0841 3.0066  0.54
O1 -1.1708 -0.7792 -1.7605  -0.18
N1 3.5212 0.9182 -2.0295  0.02
N2 2.8357 0.0444 -1.2843  -0.11
N3 -1.3709 2.0366 1.4586  0.13
N4 -0.0533 1.1501 -0.0070  0.01
C1 -2.2934 -0.5119 -1.1468  -0.34
C2 -4.8236 -0.0555 0.0101  -0.08
C3 4.6502 1.3126 -1.4177  -0.11
C4 -2.4477 0.4363 -0.1005  -0.09
C5 -4.6780 -0.9879 -1.0179  -0.06
C6 -1.3129 1.1764 0.4148  -0.24
C7 4.6863 0.6758 -0.1949  -0.75
C8 0.6959 1.9856 0.7850  -0.11
C9 -3.7228 0.6411 0.4447  -0.04
C10 3.5254 -0.1012 -0.1542  -0.20
C11 -0.1237 2.5538 1.7022  -0.05
C12 1.2307 -3.7113 1.3715  -0.95
C13 -3.4474 -1.2045 -1.5825  0.00
H1 3.1948 1.1853 -2.9428  0.17
H2 3.1782 -0.7499 0.6331  0.10
H3 -2.1981 2.2642 1.9798  0.16
H4 5.3494 1.9949 -1.8707  0.13
H5 -5.5383 -1.5418 -1.3684  0.11
H6 -5.7905 0.1212 0.4596  0.11
H7 0.0721 3.2604 2.4884  0.12
H8 1.7501 2.1330 0.6264  0.10
H9 -3.3129 -1.9086 -2.3930  0.12
H10 2.2819 -3.8905 1.1839  0.03
H11 0.6426 -4.6143 1.2675  0.04
H12 -3.8652 1.3797 1.2235  0.11

Values from the calculation:
LUMO level (eV): -5.14
Gap between HOMO and LUMO (eV): 5.7
Highest occupied orbital energy (eV): -10.83
F_max (eV Å⁻¹): 2.8
Total charge: +1

***

A single C13H12ClF3N2O2S molecule. Source: the Open Molecules 2025 dataset; level of theory: ωB97M-V with the def2-TZVPD basis set.

Each line ends with the Löwdin charge.
Atoms and positions in Å:
Cl1 -1.3972 4.6631 -1.9016  0.47
S1 -4.3496 3.8723 -0.2411  0.60
F1 -2.0811 -4.0373 -1.3568  -0.03
F2 -3.9676 -3.0043 -0.3252  -0.02
F3 -2.4005 -1.7086 -1.7661  0.02
O1 5.0009 -1.0552 1.6209  -0.15
O2 3.5097 1.7633 -2.1147  -0.05
N1 1.1052 2.4829 -1.6652  0.09
N2 0.8379 -0.3621 0.0653  0.10
C1 -2.8647 2.6713 -0.2112  -0.51
C2 3.4187 -0.9339 -0.4690  -0.09
C3 -0.1135 2.0073 -0.9257  -0.13
C4 -0.2868 0.6214 -0.0922  -0.09
C5 2.1039 0.0791 -0.6125  -0.09
C6 -2.5322 -2.7455 -0.7165  -0.22
C7 -1.5731 -2.5316 0.5964  -0.10
C8 2.1908 1.4626 -1.4647  -0.11
C9 -1.7271 0.2314 0.6496  -0.08
C10 -3.0471 1.2510 0.6014  -0.01
C11 -1.4421 3.0208 -0.9668  -0.44
C12 -1.8831 -1.1792 1.4706  -0.17
C13 3.5965 -1.1634 1.1763  -0.24
H1 5.0250 -0.6284 2.5422  0.11
H2 -4.0197 0.9342 1.1728  0.10
H3 4.3781 -0.4953 -0.9756  0.12
H4 3.0931 -2.1677 1.5480  0.13
H5 -1.7963 -3.4524 1.3220  0.15
H6 -2.9226 -1.1756 2.0218  0.12
H7 2.9898 -0.2926 1.7112  0.12
H8 -1.0648 -1.1531 2.3395  0.13
H9 3.1183 -1.9851 -0.9352  0.13
H10 -0.4424 -2.6610 0.2767  0.13
H11 -3.8643 5.0891 0.3178  -0.10
H12 3.4078 2.5824 -2.6926  0.12

Values from the calculation:
LUMO level (eV): -1.66
Gap between HOMO and LUMO (eV): 6.8
Highest occupied orbital energy (eV): -8.47
F_max (eV Å⁻¹): 7.6
Total charge: 0